Formula: C36H40GeNPPt
Source: the Open Molecules 2025 dataset
Level of theory: ωB97M-V/def2-TZVPD

Summary:
HOMO level (spin up / spin down): -10.269 / -10.650 eV
Charge: +1
Gap between HOMO and LUMO (spin up / spin down): 6.26 / 6.17 eV
2S+1: 2
Lowest unoccupied orbital energy (spin up / spin down): -4.0 / -4.5 eV

Structure (XYZ):
```
80
Properties=species:S:1:pos:R:3:forces:R:3:lowdin_charge:R:1
C 1.4326 -2.1929 -5.1523 -0.005 -0.003 0.003 -0.068
C 3.1841 -3.8477 0.7703 0.001 0.028 -0.006 -0.074
C -2.3777 -1.4644 -2.2624 -0.004 -0.110 0.025 -0.149
C 1.3922 -3.4789 2.3329 -0.005 0.023 -0.036 -0.077
C -1.1833 0.2140 1.6188 0.244 -0.682 -0.659 -0.266
C 0.3770 4.2716 0.4074 -0.019 -0.167 0.208 -0.389
C 2.7111 -1.6595 -5.2420 -0.015 0.001 0.018 -0.071
H 1.4698 4.3058 0.3976 0.002 -0.009 -0.025 0.088
H -4.5379 0.6361 1.8249 0.013 0.041 0.012 0.112
H -2.0664 -0.5747 -2.8011 0.000 -0.051 -0.032 0.092
H -2.4728 1.3351 -1.6605 -0.023 -0.022 0.021 0.014
H -0.2852 -2.5049 -3.9063 0.009 0.001 -0.015 0.098
C 2.8803 -0.4270 3.3047 0.169 0.064 0.006 -0.026
H 3.8145 -1.4820 4.9150 -0.019 -0.007 -0.022 0.114
H 3.2705 -1.7507 -6.1643 -0.011 0.002 0.016 0.109
H -2.0379 4.3567 -1.2917 0.000 0.036 0.088 0.085
H -1.2412 4.1626 1.8699 0.032 0.002 -0.001 0.073
C 0.6038 3.4108 -2.3421 -0.010 0.144 -0.007 -0.401
C -3.6620 -1.9582 -2.4467 0.022 0.042 0.031 -0.075
H 0.9947 -2.6987 -6.0033 0.014 0.008 0.005 0.110
H -1.5434 1.0957 4.8454 0.002 -0.017 -0.022 0.119
H 0.6840 5.5893 -2.1640 -0.002 -0.002 -0.001 0.067
H -5.0702 -3.4837 -1.9025 0.019 -0.006 -0.012 0.108
H -4.3429 -1.4561 -3.1230 0.000 -0.012 0.018 0.108
C -3.1873 -3.7457 -0.9080 0.027 0.034 0.027 -0.067
H -3.8693 1.3383 4.1193 0.014 -0.061 0.004 0.112
H 0.2362 4.9097 2.4718 -0.017 -0.007 0.008 0.081
Ge 0.3207 -1.4104 -1.1892 -0.273 -1.070 0.634 0.906
C -1.8090 0.8506 3.8238 -0.083 0.087 0.029 -0.037
C 1.2992 -2.4716 0.1328 0.075 0.128 0.043 -0.307
C 0.7100 -2.0816 -3.9711 0.094 0.004 0.010 -0.093
H -1.2231 -3.7725 -0.0555 -0.013 0.005 -0.025 0.095
H 0.8591 4.9771 -3.8005 -0.020 0.009 0.012 0.079
H -3.4993 -4.6401 -0.3833 -0.006 0.019 -0.009 0.109
C 1.7153 0.1459 2.8167 0.246 0.036 -0.051 -0.261
C 2.8953 -1.0562 4.5349 0.014 -0.033 -0.015 -0.066
H 0.1346 3.1570 2.2859 -0.033 0.069 -0.024 0.043
H -2.7969 -0.0632 0.2196 0.029 0.030 -0.031 0.085
C 2.5320 -3.0559 -0.1684 -0.085 -0.002 0.037 -0.096
H 1.6775 3.2408 -2.2284 0.000 -0.029 -0.006 0.078
C 0.5201 0.0365 3.5095 -0.303 -0.167 0.034 -0.137
C -1.4813 -2.1106 -1.4049 -0.075 0.141 -0.085 -0.328
C -0.1518 4.1137 1.8374 0.024 -0.076 -0.077 -0.132
C -3.1262 0.9786 3.4189 -0.008 0.024 0.024 -0.062
H -0.7275 4.9910 -3.0453 0.029 0.005 0.014 0.069
C 0.5528 -0.6081 4.7510 -0.027 0.005 0.063 -0.017
H 3.1252 -4.6777 2.7475 -0.022 0.004 -0.021 0.109
C 3.2751 -1.0087 -4.1510 -0.037 0.009 0.035 -0.078
C 1.7229 -1.1295 5.2731 -0.025 0.034 -0.011 -0.063
H -0.2034 -2.2235 1.6569 0.011 0.019 0.016 0.088
C -0.8037 0.4134 2.9512 -0.019 -0.040 0.048 -0.197
H 3.0019 -0.3897 -2.1195 0.013 -0.014 -0.001 0.095
C 0.3342 4.8248 -2.8571 -0.001 -0.064 -0.018 -0.133
H 4.2715 -0.5915 -4.2218 -0.009 -0.004 -0.010 0.107
C -2.6249 2.3745 -1.9508 0.077 0.114 0.018 -0.144
H 1.7142 -1.6112 6.2419 -0.011 -0.016 -0.027 0.112
H -2.2313 2.5005 -2.9615 -0.016 -0.002 0.015 0.074
H -3.6978 2.5646 -1.9838 0.024 0.010 -0.006 0.084
C 2.6149 -4.0600 2.0186 0.003 0.020 -0.009 -0.074
Pt -0.0152 0.6400 0.0467 0.251 1.256 1.144 0.791
H 0.0219 5.2106 -0.0204 0.045 0.055 0.023 0.081
C 0.7476 -2.6789 1.4010 0.066 -0.110 -0.049 -0.139
H 4.1320 -4.3078 0.5201 -0.011 0.015 0.013 0.107
H -0.3727 -0.7357 5.2978 0.023 -0.001 -0.016 0.117
H 1.7250 1.8634 1.7062 0.123 0.016 0.111 0.080
N 1.7657 0.8590 1.5749 -0.330 -0.286 -0.336 0.034
C -1.9399 3.3198 -0.9631 -0.021 -0.152 -0.032 -0.392
H 2.6187 0.6258 1.0799 0.009 0.099 -0.078 0.100
H 3.7881 -0.3653 2.7137 0.004 0.033 0.044 0.121
H 0.9458 -3.6402 3.3064 0.013 0.002 -0.012 0.110
P -0.1600 2.9501 -0.7405 -0.012 0.040 -1.071 0.814
H 0.2545 2.6693 -3.0640 0.039 -0.045 0.009 0.074
C 1.2751 -1.4471 -2.8655 0.081 0.584 -0.048 -0.318
C -1.9011 -3.2527 -0.7218 -0.061 0.020 -0.084 -0.090
C -4.0679 -3.0989 -1.7648 0.022 0.018 0.017 -0.072
H -2.4052 3.2373 0.0219 -0.024 0.006 0.004 0.074
C -2.5192 0.2357 1.2249 -0.213 0.021 0.240 -0.118
H 2.9749 -2.9147 -1.1478 0.002 -0.023 0.016 0.092
C -3.4987 0.6205 2.1279 0.048 -0.006 -0.036 -0.066
C 2.5570 -0.8982 -2.9689 -0.068 -0.063 -0.120 -0.132
```
Forces are in eV/Å.